(1)
Density functional theory data (ωB97M-V/def2-TZVPD) for a structure of composition C32H22F3HfN4O7SSb.

Results
calculated total energy: -2964.55736 Ha
HOMO level: -8.01 eV
2S+1: 1
Kohn-Sham gap: 6.67 eV
energy relative to the best compared isomer or geometry (same formula, charge and spin): 0.623 eV

CARTESIAN COORDINATES (ANGSTROEM)
Hf (-0.52, 0.31, 2.13)
Sb (0.04, -0.17, -0.91)
S (0.24, -0.19, 4.52)
F (-5.12, -0.69, 2.21)
F (-4.27, -1.95, 3.75)
F (-4.91, 0.06, 4.22)
O (-2.44, 0.79, 3.51)
O (2.47, -3.69, 1.91)
O (-2.33, -0.80, 1.97)
O (4.76, -2.17, 3.16)
O (0.26, -1.55, 1.80)
O (1.38, 0.86, 1.67)
O (4.45, 0.58, 2.02)
N (-0.23, 2.33, 3.02)
N (-1.86, 1.82, 0.96)
N (0.56, 2.54, 4.10)
N (1.68, 1.61, 5.80)
C (0.00, 1.72, -3.36)
C (4.26, 0.77, -1.58)
C (-1.51, -2.82, -0.64)
C (3.61, -0.28, 2.13)
C (4.91, -0.45, -1.56)
C (-2.85, 3.84, -0.63)
C (0.05, -2.84, -2.47)
C (-2.94, -0.18, 2.93)
C (-2.77, 1.56, 0.01)
C (-0.35, 2.18, -4.63)
C (-1.53, -0.12, -3.59)
C (-4.34, -0.70, 3.30)
C (-0.52, -2.18, -1.37)
C (-1.93, 4.12, 0.37)
C (-0.35, -4.12, -2.80)
C (2.14, -0.34, -1.23)
C (-1.88, 0.34, -4.86)
C (-3.30, 2.54, -0.80)
C (-1.48, 3.08, 1.17)
C (-0.58, 3.32, 2.31)
C (2.80, -1.56, -1.18)
C (-1.29, 1.49, -5.38)
C (4.18, -1.62, -1.35)
C (0.85, 1.43, 4.77)
C (1.58, -1.44, 1.94)
C (3.84, -1.74, 2.54)
C (-1.33, -4.76, -2.06)
C (2.88, 0.83, -1.41)
C (-0.56, 0.56, -2.84)
C (2.58, -2.51, 2.11)
C (-1.92, -4.11, -0.98)
C (2.16, -0.20, 1.90)
H (1.99, 0.82, 6.35)
H (2.26, -2.48, -0.99)
H (-1.96, -2.34, 0.23)
H (4.69, -2.57, -1.29)
H (2.10, 2.52, 5.94)
H (-1.57, 5.12, 0.54)
H (-1.56, 1.83, -6.37)
H (-1.64, -5.77, -2.31)
H (-2.63, -0.20, -5.43)
H (-1.99, -1.02, -3.21)
H (-3.21, 4.64, -1.27)
H (0.79, -2.34, -3.08)
H (-4.03, 2.29, -1.55)
H (0.11, 3.08, -5.02)
H (0.74, 2.29, -2.79)
H (4.82, 1.69, -1.71)
H (-2.69, -4.60, -0.40)
H (5.98, -0.50, -1.69)
H (-0.26, 4.33, 2.57)
H (-3.06, 0.52, -0.11)
H (0.11, -4.63, -3.64)
H (2.39, 1.80, -1.38)


(2)
Density functional theory data (ωB97M-V/def2-TZVPD) for a structure of composition C32H22N4O7PPdS2Se.

Results
total charge: -1
calculated total energy: -5645.21567 Ha
HOMO level (spin up / spin down): -4.82 / -5.62 eV
2S+1: 5
Kohn-Sham gap (spin up / spin down): 6.23 / 4.02 eV
expectation value of S²: 6.044
energy relative to the best compared isomer or geometry (same formula, charge and spin): 1.922 eV

CARTESIAN COORDINATES (ANGSTROEM)
Pd (-0.79, 0.58, -0.85)
Se (2.62, 3.28, -2.44)
S (7.59, 4.04, 2.23)
S (-2.41, 1.44, 1.13)
P (-2.60, -1.20, -0.30)
O (7.88, 3.95, 0.79)
O (-0.98, 0.94, 1.39)
O (8.32, 5.08, 2.96)
O (7.47, 2.76, 2.94)
O (-2.62, -0.11, -1.42)
O (-2.33, 2.23, -0.17)
O (-3.29, 0.14, 0.89)
N (5.67, 5.91, 2.48)
N (1.89, 0.69, -2.70)
N (1.00, 1.60, -0.62)
N (4.93, 3.72, 1.71)
C (-4.21, -1.97, -0.09)
C (1.42, 3.63, 0.67)
C (1.50, -1.29, -3.94)
C (-2.43, -3.62, -1.82)
C (-0.26, -2.83, -3.39)
C (-2.02, -4.41, -2.92)
C (-1.54, -1.67, 1.15)
C (0.83, -2.45, -4.19)
C (3.71, 4.17, 1.58)
C (-6.80, -2.96, 0.25)
C (5.88, 4.62, 2.15)
C (-5.30, -1.30, -0.66)
C (2.33, 1.15, -0.27)
C (-1.80, -2.43, -1.49)
C (-0.16, -1.93, 1.07)
C (0.55, -2.32, 2.21)
C (4.41, 6.30, 2.37)
C (-6.60, -1.81, -0.49)
C (-5.71, -3.63, 0.82)
C (-2.17, -1.79, 2.40)
C (1.12, -0.47, -2.85)
C (2.74, 3.21, 0.97)
C (-0.67, -1.98, -2.29)
C (-0.96, -4.01, -3.70)
C (3.13, 1.95, 0.61)
C (-4.42, -3.14, 0.65)
C (0.02, -0.80, -2.06)
C (3.36, 5.49, 1.94)
C (-0.09, -2.45, 3.44)
C (0.62, 2.88, -0.12)
C (1.98, 1.63, -1.70)
C (-1.46, -2.20, 3.52)
H (-2.00, -2.29, 4.46)
H (1.12, -3.10, -5.02)
H (0.39, -1.86, 0.13)
H (-2.59, -5.30, -3.15)
H (2.52, 0.84, -3.49)
H (0.46, -2.74, 4.33)
H (-7.81, -3.35, 0.38)
H (-3.29, -3.97, -1.25)
H (4.10, 1.60, 0.94)
H (-7.44, -1.28, -0.93)
H (2.43, 0.06, -0.26)
H (-0.39, 3.20, -0.36)
H (1.02, 4.59, 0.99)
H (-5.87, -4.54, 1.39)
H (1.61, -2.50, 2.13)
H (4.28, 7.33, 2.67)
H (2.36, 5.89, 1.86)
H (-0.64, -4.58, -4.56)
H (2.34, -0.98, -4.54)
H (-3.59, -3.68, 1.09)
H (-3.22, -1.58, 2.52)
H (-5.14, -0.38, -1.20)


(3)
Density functional theory data (ωB97M-V/def2-TZVPD) for a structure of composition C32H22N6PPtS2.

Results
total charge: -1
calculated total energy: -2818.35775 Ha
HOMO level: -3.48 eV
2S+1: 1
Kohn-Sham gap: 5.23 eV
energy relative to the best compared isomer or geometry (same formula, charge and spin): 2.930 eV

CARTESIAN COORDINATES (ANGSTROEM)
Pt (0.47, -0.97, 1.73)
S (4.27, 0.27, 0.12)
S (2.45, -2.17, 1.80)
P (-1.05, 0.35, 0.73)
N (3.06, 4.91, 2.40)
N (1.49, -5.38, -3.33)
N (0.96, 3.94, 2.41)
N (2.92, 2.65, 2.66)
N (3.86, -2.57, -5.24)
N (1.55, 0.59, 2.75)
C (-2.40, -0.78, 0.32)
C (-2.70, 3.45, 2.80)
C (-2.79, 4.47, 1.86)
C (-0.73, -2.45, 1.12)
C (-4.22, -2.77, -0.33)
C (-0.45, -3.78, 1.28)
C (-3.61, -0.44, -0.20)
C (1.43, 1.71, -2.26)
C (0.67, 1.63, -1.10)
C (2.46, -3.32, -2.07)
C (0.42, -0.33, -3.04)
C (1.31, 0.73, -3.23)
C (-0.21, 0.58, -0.90)
C (-2.96, -3.14, 0.22)
C (-1.87, 3.01, 0.18)
C (2.74, -2.10, 0.04)
C (-1.78, 1.98, 1.10)
C (-2.60, -4.50, 0.42)
C (-2.19, 2.21, 2.42)
C (3.59, -2.49, -4.13)
C (-2.37, 4.26, 0.56)
C (-4.54, -1.46, -0.53)
C (1.92, -4.47, -2.77)
C (2.23, -3.15, -0.71)
C (-1.38, -4.80, 0.93)
C (3.77, -1.32, -1.99)
C (2.31, 3.78, 2.50)
C (3.27, -2.38, -2.70)
C (-2.03, -2.13, 0.55)
C (2.18, 1.56, 2.71)
C (-0.33, -0.40, -1.88)
C (3.56, -1.11, -0.59)
H (-2.45, 5.05, -0.18)
H (-3.87, 0.60, -0.37)
H (0.80, 2.40, -0.34)
H (0.39, 3.15, 2.68)
H (-1.56, 2.84, -0.84)
H (-3.31, -5.28, 0.18)
H (-5.50, -1.19, -0.96)
H (1.60, -3.87, -0.21)
H (1.91, 0.77, -4.13)
H (0.33, -1.10, -3.78)
H (4.38, -0.59, -2.51)
H (-2.11, 1.41, 3.15)
H (-1.01, -1.23, -1.74)
H (0.58, 4.84, 2.66)
H (-1.09, -5.83, 1.08)
H (-3.18, 5.44, 2.15)
H (2.13, 2.53, -2.40)
H (-4.92, -3.55, -0.58)
H (4.03, 4.71, 2.21)
H (2.68, 5.65, 1.83)
H (-3.02, 3.61, 3.82)
H (0.51, -4.06, 1.70)


(4)
Density functional theory data (ωB97M-V/def2-TZVPD) for a structure of composition C32H22N7O2Re.

Results
total charge: +1
calculated total energy: -1844.59182 Ha
HOMO level (spin up / spin down): -11.00 / -10.91 eV
2S+1: 2
Kohn-Sham gap (spin up / spin down): 7.12 / 7.00 eV
expectation value of S²: 0.756
energy relative to the best compared isomer or geometry (same formula, charge and spin): 0.000 eV

CARTESIAN COORDINATES (ANGSTROEM)
Re (-0.39, 0.08, 0.41)
O (-0.78, -1.38, 1.73)
O (0.17, 1.64, 1.40)
N (1.08, -0.39, -2.54)
N (1.42, -0.67, 0.94)
N (1.40, -1.99, 1.40)
N (-0.29, 1.08, -1.29)
N (-2.31, 1.03, 0.51)
N (-1.69, 2.96, -0.82)
N (-0.46, -1.50, -1.03)
C (-4.44, 1.04, 1.60)
C (-0.76, -6.11, 3.35)
C (-1.04, -3.78, -1.50)
C (-0.12, -3.60, 2.35)
C (-1.20, -2.62, -0.80)
C (0.14, 3.02, -2.45)
C (0.42, -1.51, -2.06)
C (0.65, -2.69, -2.78)
C (3.80, 2.07, 0.96)
C (1.95, 3.62, -4.43)
C (2.56, 1.41, 1.05)
C (-3.24, 0.45, 1.29)
C (0.80, -4.64, 2.26)
C (0.48, -5.89, 2.76)
C (0.20, -2.27, 1.80)
C (0.17, 4.32, -2.94)
C (1.10, 4.60, -3.93)
C (1.90, 2.31, -3.95)
C (2.52, -0.02, 1.11)
C (0.99, 2.04, -2.95)
C (-1.36, -3.82, 2.94)
C (-1.68, -5.07, 3.44)
C (-3.75, 2.93, 0.31)
C (-4.69, 2.32, 1.11)
C (1.49, 3.57, 1.37)
C (3.88, 3.44, 1.02)
C (2.71, 4.19, 1.23)
C (-2.56, 2.27, 0.01)
C (0.65, 0.79, -2.26)
C (-0.72, 2.39, -1.43)
C (1.39, 2.18, 1.26)
C (-0.06, -3.83, -2.50)
H (4.83, 3.94, 0.93)
H (-2.64, -5.24, 3.91)
H (-1.92, -2.55, 0.01)
H (3.40, -0.58, 1.41)
H (-0.51, 5.07, -2.55)
H (-1.65, -4.64, -1.26)
H (-3.89, 3.92, -0.10)
H (1.16, 5.61, -4.33)
H (2.66, 3.88, -5.20)
H (-1.01, -7.08, 3.75)
H (0.58, 4.14, 1.54)
H (0.11, -4.74, -3.06)
H (-5.62, 2.83, 1.34)
H (4.69, 1.47, 0.83)
H (1.76, -4.46, 1.81)
H (1.20, -6.70, 2.70)
H (2.77, 5.26, 1.29)
H (-2.07, -3.01, 3.01)
H (-2.98, -0.53, 1.67)
H (2.55, 1.54, -4.35)
H (-5.15, 0.53, 2.23)
H (1.39, -2.65, -3.57)


(5)
Density functional theory data (ωB97M-V/def2-TZVPD) for a structure of composition C32H23BiCl3F3N4S.

Results
calculated total energy: -3745.29693 Ha
HOMO level: -7.01 eV
2S+1: 1
Kohn-Sham gap: 6.60 eV
energy relative to the best compared isomer or geometry (same formula, charge and spin): 0.097 eV

CARTESIAN COORDINATES (ANGSTROEM)
Bi (-0.64, 0.46, 0.60)
Cl (3.23, -0.22, 0.99)
Cl (2.20, 2.48, 1.54)
Cl (-1.21, 3.66, 1.79)
S (0.35, 1.86, -1.90)
F (-0.87, 1.64, -4.80)
F (1.21, 2.24, -4.89)
F (0.45, 0.74, -6.24)
N (-1.50, -1.58, 0.28)
N (-2.47, 0.63, -0.90)
N (0.90, -0.73, -1.76)
N (0.07, -1.09, 2.41)
C (1.42, -1.77, 4.24)
C (-0.82, -3.94, 0.34)
C (-2.47, 0.92, 2.04)
C (-4.83, -2.75, -0.90)
C (-0.08, -4.96, 0.98)
C (3.39, 1.51, 0.65)
C (1.25, -1.91, -2.24)
C (-4.13, 1.85, -2.09)
C (-0.01, -2.37, 1.98)
C (-4.49, -0.48, -1.60)
C (-3.57, -2.77, -0.30)
C (-1.90, 0.79, 4.48)
C (-1.90, 1.49, 3.27)
C (0.73, 0.09, -3.99)
C (0.77, -0.79, 3.47)
C (-5.29, -1.64, -1.57)
C (0.67, -3.42, 2.65)
C (1.09, -1.15, -4.47)
C (1.38, -3.07, 3.83)
C (-2.90, 1.76, -1.42)
C (0.63, -4.72, 2.12)
C (0.66, 0.31, -2.58)
C (-1.24, 2.73, 3.26)
C (-1.25, 1.28, 5.60)
C (1.38, -2.18, -3.59)
C (-4.92, 0.73, -2.17)
C (-0.82, -2.64, 0.83)
C (-0.59, 3.23, 4.38)
C (0.38, 1.18, -4.96)
C (-3.22, -0.50, -0.98)
C (-0.59, 2.50, 5.55)
C (-2.72, -1.67, -0.34)
H (-3.01, -0.01, 2.21)
H (3.24, 1.68, -0.41)
H (-1.26, 0.70, 6.52)
H (1.95, -1.48, 5.14)
H (-1.36, -4.16, -0.56)
H (-5.47, -3.62, -0.83)
H (1.14, -1.31, -5.54)
H (-3.10, 1.62, 1.49)
H (-4.44, 2.79, -2.52)
H (-2.26, 2.62, -1.31)
H (-6.27, -1.63, -2.04)
H (-0.08, 2.89, 6.43)
H (1.46, -2.68, -1.50)
H (-0.09, -5.95, 0.54)
H (1.16, -5.52, 2.62)
H (-3.27, -3.65, 0.26)
H (0.83, 0.26, 3.74)
H (-2.41, -0.16, 4.53)
H (4.38, 1.81, 0.98)
H (1.89, -3.84, 4.38)
H (1.69, -3.15, -3.94)
H (-0.10, 4.19, 4.32)
H (-5.89, 0.77, -2.66)


(6)
Density functional theory data (ωB97M-V/def2-TZVPD) for a structure of composition C32H24AsClN4O8S4V.

Results
calculated total energy: -7287.56731 Ha
HOMO level (spin up / spin down): -8.16 / -8.19 eV
2S+1: 2
Kohn-Sham gap (spin up / spin down): 6.54 / 6.74 eV
expectation value of S²: 0.779
energy relative to the best compared isomer or geometry (same formula, charge and spin): 1.053 eV

CARTESIAN COORDINATES (ANGSTROEM)
As (-0.05, 1.98, 2.57)
V (-0.02, 0.19, -0.08)
Cl (0.44, -3.21, -2.80)
S (-0.30, 2.67, -1.14)
S (2.91, 0.70, 0.76)
S (-1.04, 6.34, 0.60)
S (1.22, 0.22, -3.19)
O (-2.14, 7.08, 0.06)
O (2.63, -0.05, 1.94)
O (-0.68, 6.55, 1.98)
O (0.41, 1.37, 4.13)
O (-1.51, 2.67, 2.59)
O (-0.17, 0.47, 1.64)
O (1.88, 0.36, -0.32)
O (4.21, 0.63, 0.16)
N (-0.19, 0.07, -2.23)
N (-1.68, 0.02, -4.03)
N (-1.26, 4.72, 0.32)
N (-2.13, 0.27, -0.47)
C (1.06, -0.98, -7.02)
C (-1.21, -0.66, -6.30)
C (-0.36, 4.26, -0.49)
C (-0.75, -0.31, -5.04)
C (-3.83, 0.37, -2.11)
C (3.55, 4.64, 1.26)
C (-2.51, 0.23, -1.75)
C (1.20, 7.60, -0.66)
C (-1.16, -2.59, -0.69)
C (-4.78, 0.55, -1.12)
C (-3.52, -3.23, -0.68)
C (3.61, 3.31, 0.85)
C (-2.41, -2.69, -0.06)
C (1.73, 5.08, -1.82)
C (1.51, -0.64, -5.75)
C (1.52, 2.88, 1.94)
C (1.46, 4.21, 2.34)
C (0.40, 6.51, -0.42)
C (0.60, -0.29, -4.76)
C (-0.04, -1.90, -0.01)
C (-4.38, 0.61, 0.20)
C (2.60, 2.42, 1.18)
C (2.30, 7.42, -1.50)
C (0.65, 5.27, -0.97)
C (-3.04, 0.46, 0.49)
C (-1.38, 0.10, -2.72)
C (-1.08, -3.13, -1.98)
C (2.55, 6.17, -2.08)
C (-3.42, -3.71, -1.98)
C (2.48, 5.09, 2.01)
C (-2.19, -3.68, -2.62)
C (-0.30, -0.99, -7.30)
H (2.95, 8.25, -1.71)
H (0.60, 4.59, 2.88)
H (-2.49, -2.32, 0.96)
H (2.41, 6.12, 2.32)
H (0.95, -2.20, -0.34)
H (-0.12, -2.03, 1.07)
H (-4.46, -3.28, -0.15)
H (1.00, 8.56, -0.20)
H (-4.28, -4.13, -2.48)
H (4.45, 2.94, 0.28)
H (3.40, 6.06, -2.73)
H (-2.66, 0.53, 1.50)
H (1.92, 4.11, -2.24)
H (4.35, 5.31, 0.99)
H (-0.34, 1.49, 4.73)
H (-2.27, -0.67, -6.50)
H (-5.08, 0.78, 1.00)
H (-4.15, 0.36, -3.14)
H (-2.07, -4.09, -3.61)
H (1.78, -1.24, -7.79)
H (-2.65, 0.00, -4.29)
H (-0.65, -1.26, -8.28)
H (-5.83, 0.67, -1.38)
H (2.57, -0.65, -5.53)


(7)
Density functional theory data (ωB97M-V/def2-TZVPD) for a structure of composition C32H24AsF6N5O11S8W.

Results
total charge: -2
calculated total energy: -8422.64489 Ha
HOMO level (spin up / spin down): -2.26 / -2.26 eV
2S+1: 1
Kohn-Sham gap (spin up / spin down): 4.28 / 4.28 eV
energy relative to the best compared isomer or geometry (same formula, charge and spin): 11.504 eV

CARTESIAN COORDINATES (ANGSTROEM)
W (-0.45, -0.72, -0.56)
As (0.40, 0.31, -2.97)
S (4.37, -2.69, -2.49)
S (-0.06, -3.28, -2.29)
S (5.95, -5.24, -2.23)
S (-2.64, -0.88, 1.58)
S (2.79, -0.59, -1.01)
S (-1.89, 1.93, -0.71)
S (-2.85, -2.51, -0.64)
S (-1.00, 4.70, -0.05)
F (-4.14, -4.91, -0.25)
F (-3.41, -4.07, 1.57)
F (-1.07, -3.10, 2.49)
F (-2.06, -5.02, 0.22)
F (-0.84, -1.17, 3.41)
F (-2.60, -2.35, 3.78)
O (-0.94, 1.17, -3.48)
O (0.75, -1.26, 0.86)
O (-1.49, -3.51, -2.04)
O (0.48, -2.04, -1.61)
O (0.80, -4.40, -2.07)
O (-1.54, -0.07, 0.98)
O (0.44, 0.67, -1.20)
O (-3.36, -0.12, 2.55)
O (-1.32, -2.31, 0.11)
O (-1.91, -0.75, -1.76)
O (-3.96, -2.57, -1.58)
N (-3.57, -1.59, 0.58)
N (4.45, -4.01, -0.36)
N (0.32, 2.63, 0.74)
N (0.67, 1.37, 1.11)
N (3.67, -2.93, -0.04)
C (2.80, 3.89, -2.88)
C (4.63, -4.96, 0.68)
C (2.29, 0.02, 2.15)
C (2.89, -2.31, 3.58)
C (-1.72, -2.00, 2.83)
C (1.61, -1.19, 1.86)
C (-0.09, -1.03, -5.58)
C (6.01, -6.36, 2.05)
C (5.88, -5.50, 0.98)
C (-3.13, -4.23, 0.28)
C (-0.30, -1.96, -6.58)
C (-0.25, -3.74, -4.98)
C (-0.05, -2.79, -3.98)
C (1.92, -2.33, 2.60)
C (-0.01, -1.43, -4.24)
C (-0.71, 4.88, -1.85)
C (4.96, -4.07, -1.61)
C (3.50, 5.06, -2.64)
C (3.30, 0.01, 3.12)
C (3.67, -6.15, 2.53)
C (2.88, 2.36, 1.24)
C (1.43, 3.84, -2.65)
C (1.90, 1.24, 1.46)
C (0.76, 4.95, -2.14)
C (2.84, 6.17, -2.14)
C (3.53, -5.29, 1.45)
C (4.91, -6.68, 2.83)
C (-0.39, -3.32, -6.29)
C (3.52, -2.10, -1.02)
C (3.60, -1.14, 3.82)
C (1.48, 6.11, -1.88)
C (-0.75, 2.93, 0.09)
H (4.56, 5.11, -2.84)
H (2.57, -4.87, 1.19)
H (6.74, -5.24, 0.38)
H (-2.55, -0.37, -2.37)
H (0.96, 6.97, -1.48)
H (2.78, 2.71, 0.22)
H (-0.40, -1.63, -7.61)
H (3.10, -3.20, 4.15)
H (-0.03, 0.04, -5.77)
H (3.82, 0.93, 3.35)
H (3.90, 2.03, 1.41)
H (4.37, -1.13, 4.59)
H (-1.17, 4.01, -2.32)
H (0.89, 2.93, -2.89)
H (-1.22, 5.80, -2.13)
H (2.63, 3.20, 1.90)
H (-0.30, -4.78, -4.70)
H (3.38, 7.09, -1.94)
H (3.29, 3.00, -3.26)
H (1.35, -3.23, 2.40)
H (6.98, -6.78, 2.28)
H (2.81, -6.39, 3.13)
H (-0.57, -4.04, -7.07)
H (5.02, -7.36, 3.67)